# 1
{"formula": "C7H8FNO2S", "method": "ωB97M-V/def2-TZVPD", "symbols": ["C", "C", "C", "C", "C", "C", "C", "H", "H", "H", "H", "H", "H", "H", "H", "N", "O", "O", "F", "S"], "coordinates": [[-1.951, -0.690, -1.194], [1.164, 0.439, 0.054], [2.132, 1.239, -0.479], [3.408, 0.664, -0.523], [3.675, -0.717, -0.295], [2.555, -1.395, 0.387], [1.285, -0.790, 0.687], [-2.083, -0.083, -2.034], [-1.265, -1.605, -1.313], [-0.441, 2.177, -0.238], [2.089, 2.224, -0.762], [4.136, 1.548, -0.768], [4.686, -1.225, -0.451], [2.811, -2.465, 0.692], [0.491, -1.514, 0.949], [-0.189, 1.124, -0.080], [-1.216, -0.528, 1.543], [-2.439, 1.434, 0.442], [-3.227, -1.176, -0.967], [-1.527, 0.245, 0.343]], "mulliken_charge": [-0.122, 0.835, -0.546, -0.146, -0.734, -0.314, -0.458, 0.293, 0.222, 0.305, 0.408, 0.189, 0.313, 0.283, 0.359, -0.334, -0.599, -0.686, -0.256, 0.988], "smiles": "O=S(=O)(CF)Nc1ccccc1", "energy_ha": -974.7024, "lumo_energy_ha": 0.0197, "homo_lumo_gap_ha": 0.3526, "max_force_ha_per_bohr": 0.11326, "charge": 0, "e_above_lowest_ev": 2.246, "homo_ev": -9.06}

# 2
{"formula": "C7H8Li2O8", "method": "ωB97M-V/def2-TZVPD", "symbols": ["O", "O", "C", "C", "O", "C", "H", "H", "H", "H", "O", "O", "C", "O", "C", "C", "O", "O", "C", "H", "H", "H", "H", "Li", "Li"], "coordinates": [[-2.919, 0.511, 1.267], [-1.683, -1.205, 1.942], [-1.281, -0.467, 3.098], [-0.077, 0.411, 2.789], [0.405, 1.037, 3.974], [-2.539, -0.656, 1.036], [-2.114, 0.143, 3.473], [-1.009, -1.215, 3.854], [-0.359, 1.227, 2.113], [0.719, -0.186, 2.326], [1.748, 1.028, 5.725], [1.736, -0.739, 4.401], [1.314, 0.396, 4.730], [-6.162, -0.388, 1.654], [-6.050, -1.392, 0.805], [-6.721, -0.843, 2.898], [-5.230, -1.385, -0.154], [-6.643, -2.479, 1.247], [-7.223, -2.248, 2.544], [-7.518, -0.152, 3.188], [-5.926, -0.841, 3.652], [-8.312, -2.308, 2.448], [-6.859, -3.022, 3.227], [-3.971, 0.067, -0.283], [2.843, -0.571, 6.020]], "mulliken_charge": [-0.611, -0.216, -0.320, -0.389, -0.357, -0.321, 0.243, 0.302, 0.240, 0.307, -0.866, -0.859, 0.976, -0.321, 0.816, -0.213, -0.656, -0.322, -0.256, 0.255, 0.235, 0.261, 0.260, 0.937, 0.875], "energy_ha": -888.6106, "lumo_energy_ha": -0.0128, "homo_lumo_gap_ha": 0.2353, "max_force_ha_per_bohr": 0.08650, "charge": 0, "e_above_lowest_ev": 0.000, "homo_ev": -6.75}

# 3
{"formula": "C7H8N2", "method": "ωB97M-V/def2-TZVPD", "symbols": ["C", "C", "C", "C", "C", "C", "C", "N", "N", "H", "H", "H", "H", "H", "H", "H", "H"], "coordinates": [[-2.924, 0.265, -0.272], [1.152, 0.855, 0.080], [2.363, 0.333, 0.380], [-1.823, -0.492, -0.230], [0.406, 1.619, -0.939], [-0.172, 1.095, 0.272], [-0.158, -2.024, 0.365], [-3.876, 0.944, -0.074], [-1.343, -1.610, -0.179], [2.495, -0.242, 1.314], [3.189, 0.315, -0.400], [0.519, 2.814, -1.075], [0.248, 0.990, -1.930], [-0.673, 1.593, 1.085], [0.426, -1.079, 0.603], [0.483, -2.751, -0.296], [-0.312, -2.627, 1.297]], "mulliken_charge": [0.163, 0.446, -0.801, 0.563, -0.222, -0.687, -0.307, -0.492, -0.351, 0.308, 0.229, 0.211, 0.162, 0.347, -0.083, 0.236, 0.277], "s2": 2.037, "energy_ha": -380.7340, "lumo_energy_ha": [-0.0108, -0.0741], "homo_lumo_gap_ha": [0.2348, 0.2858], "max_force_ha_per_bohr": 0.08913, "charge": 0, "e_above_lowest_ev": 3.429, "multiplicity": 3, "homo_ev": [-6.68, -9.79]}

# 4
{"formula": "C7H8N2O", "method": "ωB97M-V/def2-TZVPD", "symbols": ["C", "C", "C", "C", "C", "C", "C", "N", "N", "O", "H", "H", "H", "H", "H", "H", "H", "H"], "coordinates": [[1.290, 0.348, -1.428], [1.698, 0.892, 0.962], [1.359, -1.531, 0.278], [-1.008, 1.523, 0.139], [-1.413, -1.012, -0.311], [-0.545, 0.117, 0.417], [0.961, -0.077, 0.156], [1.579, 0.451, -2.525], [2.223, 1.696, 1.552], [1.294, -2.197, 1.248], [1.482, -1.973, -0.834], [-0.943, 1.911, -0.880], [-1.986, 1.753, 0.662], [-0.300, 2.085, 0.691], [-1.405, -2.031, 0.208], [-2.406, -0.567, -0.407], [-1.092, -1.188, -1.379], [-0.790, -0.202, 1.450]], "mulliken_charge": [-0.130, -0.111, -0.175, -1.539, -1.347, 0.216, 1.360, -0.427, -0.438, -0.393, 0.298, 0.348, 0.391, 0.496, 0.343, 0.420, 0.309, 0.378], "smiles": "CC(C)C(C#N)(C#N)C=O", "energy_ha": -456.1979, "lumo_energy_ha": -0.0013, "homo_lumo_gap_ha": 0.4082, "max_force_ha_per_bohr": 0.08612, "charge": 0, "e_above_lowest_ev": 2.620, "homo_ev": -11.14}

# 5
{"formula": "C7H8N2O2S3", "method": "ωB97M-V/def2-TZVPD", "symbols": ["C", "C", "C", "C", "C", "C", "C", "N", "N", "O", "O", "S", "S", "S", "H", "H", "H", "H", "H", "H", "H", "H"], "coordinates": [[-1.656, 0.256, 0.687], [-1.160, 0.763, -1.538], [-0.342, 0.012, 1.025], [0.203, 0.679, -1.216], [-2.120, 0.563, -0.587], [0.646, 0.292, 0.072], [-3.592, 0.620, -0.901], [4.005, -2.434, 1.448], [2.827, -2.017, 1.491], [2.956, 0.425, -0.805], [2.133, 1.923, 1.231], [4.052, -3.699, 0.345], [2.023, -2.994, 0.389], [2.360, 0.331, 0.538], [-2.527, 0.017, 1.294], [-1.397, 1.022, -2.615], [-0.019, -0.427, 1.940], [0.912, 0.772, -1.970], [-4.035, -0.260, -0.488], [-4.172, 1.415, -0.530], [-3.808, 0.547, -1.970], [2.709, 2.195, 2.162]], "mulliken_charge": [-0.737, -0.425, -0.463, -0.694, 0.921, 0.384, -1.464, -0.352, 0.167, -0.589, -0.591, 0.071, 0.103, 0.744, 0.299, 0.224, 0.466, 0.541, 0.376, 0.330, 0.352, 0.336], "energy_ha": -1725.9325, "lumo_energy_ha": -0.0409, "homo_lumo_gap_ha": 0.2897, "max_force_ha_per_bohr": 0.09693, "charge": 0, "e_above_lowest_ev": 5.438, "homo_ev": -9.00}

# 6
{"formula": "C7H8N2O4", "method": "ωB97M-V/def2-TZVPD", "symbols": ["C", "N", "O", "O", "H", "H", "H", "C", "C", "C", "C", "C", "C", "N", "O", "O", "H", "H", "H", "H", "H"], "coordinates": [[0.428, 0.294, -3.238], [1.484, -0.715, -2.946], [1.348, -1.806, -3.463], [2.376, -0.404, -2.182], [-0.317, 0.177, -2.452], [0.004, 0.045, -4.201], [0.852, 1.289, -3.185], [1.360, 0.137, 0.928], [0.559, -0.984, 0.692], [-0.737, -1.044, 1.176], [-1.236, 0.037, 1.884], [-0.492, 1.179, 2.070], [0.826, 1.212, 1.621], [-2.637, 0.017, 2.316], [-3.001, 0.911, 3.051], [-3.353, -0.846, 1.856], [2.386, 0.081, 0.590], [0.963, -1.803, 0.110], [-1.339, -1.914, 0.955], [-0.896, 2.050, 2.566], [1.421, 2.087, 1.852]], "mulliken_charge": [-0.663, 0.860, -0.528, -0.496, 0.256, 0.294, 0.282, -0.564, -0.374, -0.417, 0.180, -0.276, -0.422, 0.962, -0.590, -0.578, 0.389, 0.462, 0.413, 0.431, 0.378], "smiles": "O=[N+]([O-])c1ccccc1.C[N+](=O)[O-]", "energy_ha": -681.8220, "lumo_energy_ha": -0.0171, "homo_lumo_gap_ha": 0.3587, "max_force_ha_per_bohr": 0.01292, "charge": 0, "e_above_lowest_ev": 5.694, "homo_ev": -10.23}